An isolated molecule of C2H6N2OS at a distorted geometry. Source: the Open Molecules 2025 dataset; level of theory: ωB97M-V/def2-TZVPD.

```
! wB97M-V def2-TZVPD RIJCOSX def2/J DEFGRID3
* xyz 0 1
C 0.879 1.124 -0.322
N 0.325 -0.132 -0.183
S 1.106 -1.535 -0.190
C -0.784 -0.200 0.748
N -1.986 -0.592 0.494
O -2.284 -0.812 -0.802
H -0.014 1.816 -0.125
H 1.219 1.378 -1.400
H 1.851 1.051 0.361
H 1.871 -1.363 0.983
H -0.602 -0.177 1.843
H -1.580 -0.559 -1.408
*
```

Computed properties:
electronic energy	-662.61043	a.u.
strongest force on any atom	4.8	eV Å⁻¹
Kohn-Sham gap	10.10	eV
structure (SMILES)	CN(S)/C=N\O
lowest unoccupied orbital energy	0.7	eV

Calculated atomic charges, method natural (NBO), unit e: number 1, C, carries -0.413; number 2, N, carries -0.680; number 3, S, carries 0.255; number 4, C, carries 0.118; number 5, N, carries -0.071; number 6, O, carries -0.536; number 7, H, carries 0.230; number 8, H, carries 0.210; number 9, H, carries 0.186; number 10, H, carries 0.058; number 11, H, carries 0.187; number 12, H, carries 0.457


An isolated molecule of C2H6N2OS2 at a distorted geometry. Source: the Open Molecules 2025 dataset; level of theory: ωB97M-V/def2-TZVPD.

```
! wB97M-V def2-TZVPD RIJCOSX def2/J DEFGRID3
* xyz 0 1
C -1.225 1.769 -0.081
N -0.890 0.366 -0.044
S -2.155 -0.737 -0.036
C 0.445 0.066 -0.024
S 1.694 1.180 0.066
N 0.759 -1.284 0.054
O 2.024 -1.734 -0.051
H -1.495 2.078 1.087
H -2.135 1.855 -0.765
H -0.255 2.365 -0.443
H -2.024 -1.340 1.303
H 0.154 -1.920 -0.411
H 2.536 -0.838 -0.283
*
```

Computed properties:
electronic energy	-1060.82675	a.u.
strongest force on any atom	3.5	eV Å⁻¹
Kohn-Sham gap	9.26	eV
structure (SMILES)	CN(S)C(=S)NO
lowest unoccupied orbital energy	0.3	eV

Calculated atomic charges, method natural (NBO), unit e: number 1, C, carries -0.437; number 2, N, carries -0.597; number 3, S, carries 0.191; number 4, C, carries 0.247; number 5, S, carries -0.239; number 6, N, carries -0.294; number 7, O, carries -0.543; number 8, H, carries 0.201; number 9, H, carries 0.215; number 10, H, carries 0.265; number 11, H, carries 0.132; number 12, H, carries 0.384; number 13, H, carries 0.476


An isolated molecule of C2H6N2P2 at a distorted geometry. Source: the Open Molecules 2025 dataset; level of theory: ωB97M-V/def2-TZVPD.

```
! wB97M-V def2-TZVPD RIJCOSX def2/J DEFGRID3
* xyz 0 1
C -0.389 1.678 0.176
C 0.899 1.329 0.250
N 0.044 -1.211 1.073
N 0.532 -0.906 -1.442
P -2.447 0.087 -0.112
P -0.386 -0.221 -0.233
H -1.079 2.371 0.304
H 1.715 1.909 0.366
H 0.976 -1.522 1.162
H -0.347 -1.051 1.985
H 0.148 -1.765 -1.188
H 0.334 -0.697 -2.340
*
```

Computed properties:
electronic energy	-871.82145	a.u.
strongest force on any atom	6.8	eV Å⁻¹
Kohn-Sham gap	7.06	eV
lowest unoccupied orbital energy	-0.4	eV

Calculated atomic charges, method natural (NBO), unit e: number 1, C, carries -0.369; number 2, C, carries -0.475; number 3, N, carries -1.187; number 4, N, carries -1.120; number 5, P, carries -0.253; number 6, P, carries 1.418; number 7, H, carries 0.193; number 8, H, carries 0.215; number 9, H, carries 0.389; number 10, H, carries 0.414; number 11, H, carries 0.379; number 12, H, carries 0.397


What is the formula in the third record?
C2H6N2P2


What did the first record say?
An isolated molecule of C2H6N2OS at a distorted geometry. Source: the Open Molecules 2025 dataset; level of theory: ωB97M-V/def2-TZVPD.

```
! wB97M-V def2-TZVPD RIJCOSX def2/J DEFGRID3
* xyz 0 1
C 0.879 1.124 -0.322
N 0.325 -0.132 -0.183
S 1.106 -1.535 -0.190
C -0.784 -0.200 0.748
N -1.986 -0.592 0.494
O -2.284 -0.812 -0.802
H -0.014 1.816 -0.125
H 1.219 1.378 -1.400
H 1.851 1.051 0.361
H 1.871 -1.363 0.983
H -0.602 -0.177 1.843
H -1.580 -0.559 -1.408
*
```

Computed properties:
electronic energy	-662.61043	a.u.
strongest force on any atom	4.8	eV Å⁻¹
Kohn-Sham gap	10.10	eV
structure (SMILES)	CN(S)/C=N\O
lowest unoccupied orbital energy	0.7	eV

Calculated atomic charges, method natural (NBO), unit e: number 1, C, carries -0.413; number 2, N, carries -0.680; number 3, S, carries 0.255; number 4, C, carries 0.118; number 5, N, carries -0.071; number 6, O, carries -0.536; number 7, H, carries 0.230; number 8, H, carries 0.210; number 9, H, carries 0.186; number 10, H, carries 0.058; number 11, H, carries 0.187; number 12, H, carries 0.457


What did the third record say?
An isolated molecule of C2H6N2P2 at a distorted geometry. Source: the Open Molecules 2025 dataset; level of theory: ωB97M-V/def2-TZVPD.

```
! wB97M-V def2-TZVPD RIJCOSX def2/J DEFGRID3
* xyz 0 1
C -0.389 1.678 0.176
C 0.899 1.329 0.250
N 0.044 -1.211 1.073
N 0.532 -0.906 -1.442
P -2.447 0.087 -0.112
P -0.386 -0.221 -0.233
H -1.079 2.371 0.304
H 1.715 1.909 0.366
H 0.976 -1.522 1.162
H -0.347 -1.051 1.985
H 0.148 -1.765 -1.188
H 0.334 -0.697 -2.340
*
```

Computed properties:
electronic energy	-871.82145	a.u.
strongest force on any atom	6.8	eV Å⁻¹
Kohn-Sham gap	7.06	eV
lowest unoccupied orbital energy	-0.4	eV

Calculated atomic charges, method natural (NBO), unit e: number 1, C, carries -0.369; number 2, C, carries -0.475; number 3, N, carries -1.187; number 4, N, carries -1.120; number 5, P, carries -0.253; number 6, P, carries 1.418; number 7, H, carries 0.193; number 8, H, carries 0.215; number 9, H, carries 0.389; number 10, H, carries 0.414; number 11, H, carries 0.379; number 12, H, carries 0.397